--- 1 ---
Molecular formula: C3H6N2OS
Method: DFT, wB97M-V/def2-TZVPD

ORCA input file:
```
! wB97M-V def2-TZVPD RIJCOSX def2/J DEFGRID3
* xyz 0 1
C 2.033 0.250 -0.133
C 0.789 -0.579 -0.069
C -0.562 0.133 -0.076
H 2.908 -0.419 -0.161
H 2.098 0.921 0.731
H 2.049 0.904 -1.042
H 0.172 1.863 -0.032
H -1.389 -1.740 0.016
H -3.376 0.118 1.075
N -0.728 1.401 -0.031
N -1.590 -0.755 -0.081
O 0.824 -1.785 -0.021
S -3.227 -0.313 -0.175
*
```

## Properties
HOMO level   -9.333 eV
Orbital gap   9.509 eV
LUMO level   0.1759 eV
Structure (SMILES)   [H]/N=C(/NS)C(C)=O

--- 2 ---
Molecular formula: C3H6N2OS
Method: DFT, wB97M-V/def2-TZVPD

ORCA input file:
```
! wB97M-V def2-TZVPD RIJCOSX def2/J DEFGRID3
* xyz 0 1
C 1.449 -0.002 -0.308
C 1.551 -1.426 -0.001
C -0.539 -0.514 0.738
H -0.527 2.493 0.079
H 2.012 0.290 -1.212
H 2.020 0.505 0.519
H 2.494 -1.532 0.657
H 1.353 -2.070 -0.909
H -0.194 -2.137 1.527
N -0.004 0.332 -0.344
N 0.345 -1.548 0.865
O -1.615 -0.430 1.278
S -0.711 1.629 -1.069
*
```

## Properties
HOMO level   -9.257 eV
Orbital gap   9.966 eV
LUMO level   0.7095 eV
Structure (SMILES)   O=C1NCCN1S

--- 3 ---
Molecular formula: C3H6N2OS
Method: DFT, wB97M-V/def2-TZVPD

ORCA input file:
```
! wB97M-V def2-TZVPD RIJCOSX def2/J DEFGRID3
* xyz 0 1
C -1.776 -0.147 -0.323
C -0.823 -1.106 0.438
C 2.112 0.633 -0.666
H -0.837 1.272 1.228
H -1.079 -2.040 -0.182
H -1.339 -0.926 1.499
H 1.171 -0.377 1.077
H 2.657 0.923 0.250
H 2.788 1.064 -1.520
N 0.409 -0.249 0.378
N 0.896 -0.060 -0.912
O -2.534 -0.578 -1.170
S -1.644 1.594 -0.098
*
```

## Properties
HOMO level   -8.875 eV
Orbital gap   8.993 eV
LUMO level   0.1173 eV
Structure (SMILES)   C=NNCC(=O)S

--- 4 ---
Molecular formula: C3H6N2OS
Method: DFT, wB97M-V/def2-TZVPD

ORCA input file:
```
! wB97M-V def2-TZVPD RIJCOSX def2/J DEFGRID3
* xyz 0 1
C 0.767 0.117 -0.031
C -1.764 -0.239 0.701
C -1.563 0.303 -0.716
H 3.048 0.701 0.108
H 1.791 -1.659 -0.448
H -2.273 -1.228 0.803
H -1.755 0.304 1.821
H -1.284 1.408 -0.692
H -2.098 0.005 -1.535
N 1.753 -0.725 0.131
N -0.457 -0.549 -0.196
O 3.041 -0.325 -0.041
S 0.794 1.887 0.096
*
```

## Properties
HOMO level   -8.684 eV
Orbital gap   9.100 eV
LUMO level   0.4152 eV
Structure (SMILES)   ONC(=S)N1CC1

Which of them is the most stable? Correct choice: 1.

--- 1 ---
Molecular formula: C3H6N2OS
Method: DFT, wB97M-V/def2-TZVPD

ORCA input file:
```
! wB97M-V def2-TZVPD RIJCOSX def2/J DEFGRID3
* xyz 0 1
C -1.231 -1.062 1.685
C 0.299 1.802 -1.178
C 0.702 -1.056 -0.775
N -1.303 -2.177 2.006
N -1.198 0.091 1.029
O 1.483 0.980 0.900
S 0.466 0.552 -0.089
H 0.346 2.692 -0.651
H -0.476 1.596 -1.884
H -0.310 -1.469 -1.023
H 1.173 -1.071 -1.729
H 1.220 -1.697 -0.020
H -1.171 0.819 1.729
*
```

## Properties
HOMO level (alpha / beta)   -9.457 / -9.458 eV
Orbital gap (alpha / beta)   8.928 / 8.929 eV
LUMO level (alpha / beta)   -0.5290 / -0.5289 eV
Structure (SMILES)   C=[S@@](C)(=O)NC#N

--- 2 ---
Molecular formula: C3H6N2OS
Method: DFT, wB97M-V/def2-TZVPD

ORCA input file:
```
! wB97M-V def2-TZVPD RIJCOSX def2/J DEFGRID3
* xyz 0 1
C -1.410 -0.351 0.104
C 0.512 -1.747 -0.266
C 0.121 1.933 0.081
N -0.942 -1.565 0.076
N 0.319 0.603 -0.512
O -2.384 0.270 0.345
S 1.421 -0.340 0.285
H 0.676 -2.704 0.307
H 0.429 -1.958 -1.388
H 0.891 2.524 -0.205
H -0.727 2.424 -0.224
H 0.175 2.024 1.242
H -1.681 -2.223 -0.039
*
```

## Properties
HOMO level   -7.631 eV
Orbital gap   8.166 eV
LUMO level   0.5344 eV

Which of them is the most stable? Correct choice: 2.

--- 1 ---
Molecular formula: CH3IO
Method: DFT, wB97M-V/def2-TZVPD

ORCA input file:
```
! wB97M-V def2-TZVPD RIJCOSX def2/J DEFGRID3
* xyz 0 1
C -0.600 0.103 -0.121
O 1.417 -0.088 0.479
I -1.602 -1.402 0.670
H -0.707 1.115 0.351
H -0.230 -0.109 -1.161
H 1.722 0.380 -0.218
*
```

## Properties
HOMO level (alpha / beta)   -9.708 / -9.707 eV
Orbital gap (alpha / beta)   9.206 / 9.206 eV
LUMO level (alpha / beta)   -0.5016 / -0.5016 eV

--- 2 ---
Molecular formula: CH3IO
Method: DFT, wB97M-V/def2-TZVPD

ORCA input file:
```
! wB97M-V def2-TZVPD RIJCOSX def2/J DEFGRID3
* xyz 0 1
C -0.969 0.413 0.213
O -0.795 -0.214 -0.843
I 2.436 -0.626 0.015
H 1.363 -0.609 -0.896
H -1.953 0.389 0.516
H -0.080 0.646 0.994
*
```

## Properties
HOMO level   -9.958 eV
Orbital gap   10.210 eV
LUMO level   0.2527 eV
Structure (SMILES)   C=O.I

Which of them is the most stable? Correct choice: 2.

--- 1 ---
Molecular formula: C4H5O4
Method: DFT, wB97M-V/def2-TZVPD

ORCA input file:
```
! wB97M-V def2-TZVPD RIJCOSX def2/J DEFGRID3
* xyz -1 1
O -0.658 -2.197 1.832
C -1.104 1.495 -1.263
O -0.985 2.561 -0.670
C -0.719 0.264 -0.681
C 0.257 0.108 0.329
C 1.806 -0.179 -0.207
O 1.954 -0.066 -1.439
O 2.624 -0.491 0.630
H -1.730 1.490 -2.170
H 0.366 1.072 0.843
H -1.208 -0.684 -0.882
H -0.552 -2.647 2.681
H -0.052 -0.727 0.997
*
```

## Properties
HOMO level   -4.020 eV
Orbital gap   4.658 eV
LUMO level   0.6379 eV

--- 2 ---
Molecular formula: C4H5O4
Method: DFT, wB97M-V/def2-TZVPD

ORCA input file:
```
! wB97M-V def2-TZVPD RIJCOSX def2/J DEFGRID3
* xyz -1 1
O 1.230 1.327 -1.392
C 0.107 1.093 -1.164
O -0.881 1.503 -2.065
C -0.427 0.339 -0.004
C 0.642 -0.289 0.932
C 0.088 -1.783 1.334
O -0.091 -1.953 2.515
O -0.126 -2.585 0.451
H -0.643 1.660 -2.954
H -1.122 1.076 0.504
H -1.118 -0.497 -0.471
H 1.625 -0.156 0.466
H 0.714 0.265 1.849
*
```

## Properties
HOMO level   -4.053 eV
Orbital gap   7.253 eV
LUMO level   3.2005 eV
Structure (SMILES)   O=C([O-])CCC(=O)O

Which of them is the most stable? Correct choice: 2.